# 1
C5H8O2 | ωB97M-V with the def2-TZVPD basis set

```
15
Properties=species:S:1:pos:R:3
C 1.16 -1.77 -0.70
C -0.26 -1.28 -0.66
C -0.69 -0.07 -0.28
O -2.03 0.22 -0.35
C 0.19 1.08 0.13
C -0.27 1.85 1.34
O -1.38 1.77 1.83
H 1.52 -1.90 -1.73
H 1.23 -2.74 -0.20
H 1.86 -1.10 -0.19
H -1.03 -1.97 -0.99
H -2.24 0.76 0.44
H 1.23 0.77 0.29
H 0.23 1.82 -0.69
H 0.48 2.55 1.77
```

Values from the calculation:
Relative energy (zero: lowest compared OMol25 entry of this formula, charge and spin) = 24.55 kcal/mol
SMILES string = C/C=C(/O)CC=O
DFT total energy = -345.76584 a.u.



# 2
C2H4O2Si | ωB97M-V with the def2-TZVPD basis set

```
9
Properties=species:S:1:pos:R:3
O -1.27 -2.69 -0.33
C -1.35 -1.53 -0.06
C -0.36 -0.59 -0.50
O -0.80 0.83 -0.82
Si 0.52 1.04 0.09
H -2.21 -1.03 0.61
H 0.13 -0.89 -1.35
H 1.53 1.04 -0.97
H 0.67 1.77 1.31
```

Values from the calculation:
Relative energy (zero: lowest compared OMol25 entry of this formula, charge and spin) = 68.62 kcal/mol
SMILES string = O=C[C@H]1O[SiH2]1
DFT total energy = -518.49852 a.u.



# 3
C2H6N2OS | ωB97M-V with the def2-TZVPD basis set

```
12
Properties=species:S:1:pos:R:3
C -0.35 1.49 -0.19
N -1.03 0.24 0.13
C -0.58 -1.02 -0.07
O -1.36 -1.94 0.03
N 0.77 -1.27 -0.34
S 2.17 -0.44 -0.01
H 0.22 1.83 0.74
H 0.30 1.36 -1.08
H -1.14 2.18 -0.49
H -1.99 0.26 0.43
H 0.85 -2.29 -0.50
H 2.14 -0.40 1.35
```

Values from the calculation:
Relative energy (zero: lowest compared OMol25 entry of this formula, charge and spin) = 16.35 kcal/mol
SMILES string = CNC(=O)NS
DFT total energy = -662.74082 a.u.



# 4
C4H8O2 | ωB97M-V with the def2-TZVPD basis set

```
14
Properties=species:S:1:pos:R:3
C 1.85 -0.27 -0.64
O 1.02 0.12 0.43
C -0.30 0.43 0.05
C -1.18 -0.79 -0.16
C -0.84 1.33 1.16
O -2.01 1.42 1.44
H 2.81 -0.55 -0.21
H 1.44 -1.14 -1.18
H 1.99 0.55 -1.35
H -0.29 1.05 -0.87
H -0.93 -1.32 -1.08
H -1.07 -1.47 0.69
H -2.23 -0.48 -0.21
H -0.05 1.92 1.67
```

Values from the calculation:
Relative energy (zero: lowest compared OMol25 entry of this formula, charge and spin) = 35.62 kcal/mol
SMILES string = CO[C@@H](C)C=O
DFT total energy = -307.65567 a.u.